{
  "formula": "C24H17Br3IrNO6",
  "method": "wB97M-V/def2-TZVPD",
  "species": ["Ir", "O", "C", "O", "C", "O", "C", "C", "O", "O", "H", "H", "H", "H", "H", "C", "C", "C", "C", "C", "C", "Br", "C", "C", "Br", "C", "O", "C", "N", "H", "H", "H", "H", "H", "H", "Br", "C", "C", "C", "C", "C", "C", "C", "C", "C", "C", "H", "H", "H", "H", "H", "H"],
  "positions_angstrom": [[-0.557, 0.153, -0.362], [0.823, -3.023, 2.170], [0.809, -1.830, 1.623], [-0.095, -1.503, 0.865], [1.964, -0.964, 2.052], [1.959, 0.212, 1.314], [1.847, 1.430, 2.026], [0.536, 2.159, 1.752], [0.330, 3.205, 2.316], [-0.361, 1.620, 0.958], [0.043, -3.526, 1.885], [1.831, -0.799, 3.128], [2.892, -1.527, 1.918], [1.881, 1.271, 3.107], [2.677, 2.084, 1.762], [-2.898, 2.661, -0.678], [-1.883, 2.542, -1.762], [-1.977, 3.405, -2.877], [-1.061, 3.374, -3.883], [0.038, 2.497, -3.786], [1.100, 2.405, -4.735], [1.074, 3.477, -6.274], [2.155, 1.544, -4.550], [2.213, 0.743, -3.409], [3.664, -0.401, -3.157], [1.206, 0.804, -2.437], [1.256, 0.131, -1.339], [0.090, 1.668, -2.663], [-0.894, 1.653, -1.704], [-3.341, 3.654, -0.721], [-2.445, 2.508, 0.296], [-3.695, 1.926, -0.816], [-2.807, 4.096, -2.907], [-1.153, 4.028, -4.739], [2.950, 1.487, -5.279], [-1.243, -1.534, -2.095], [-3.114, -1.454, -1.676], [-4.005, -2.076, -2.489], [-5.360, -2.090, -2.090], [-5.732, -1.530, -0.903], [-4.788, -0.899, -0.053], [-5.155, -0.364, 1.204], [-4.206, 0.192, 2.011], [-2.864, 0.303, 1.582], [-2.464, -0.143, 0.348], [-3.430, -0.815, -0.457], [-3.694, -2.563, -3.403], [-6.091, -2.570, -2.726], [-6.767, -1.569, -0.586], [-6.190, -0.421, 1.518], [-4.480, 0.579, 2.984], [-2.159, 0.814, 2.224]],
  "nbo_charge": [1.1052, -0.6238, 0.8328, -0.6023, -0.1677, -0.5293, -0.1826, 0.7595, -0.5934, -0.7426, 0.5163, 0.2244, 0.2312, 0.2057, 0.2232, -0.6743, 0.3263, -0.2193, -0.0939, -0.1509, 0.0133, 0.1716, -0.2700, -0.0678, 0.1920, 0.2865, -0.5148, 0.2005, -0.3943, 0.2380, 0.2834, 0.2551, 0.2451, 0.2508, 0.2635, 0.2504, -0.0620, -0.2422, -0.2020, -0.1631, -0.0666, -0.1918, -0.1930, -0.2492, -0.1858, -0.0715, 0.2364, 0.2327, 0.2272, 0.2231, 0.2260, 0.2339],
  "total_charge": 1,
  "e_homo_ev": [-10.67, -10.66],
  "multiplicity": 2
}

***

{
  "formula": "C27H52Cl2N3O5SiTl",
  "method": "wB97M-V/def2-TZVPD",
  "species": ["C", "C", "H", "H", "H", "C", "C", "H", "H", "H", "H", "Tl", "Cl", "C", "O", "N", "C", "C", "H", "H", "H", "H", "H", "H", "H", "H", "H", "C", "C", "N", "H", "C", "O", "H", "H", "H", "H", "H", "H", "C", "C", "N", "H", "C", "O", "H", "H", "H", "H", "O", "C", "C", "C", "H", "C", "H", "C", "H", "C", "C", "H", "H", "H", "Si", "Cl", "C", "C", "C", "H", "H", "H", "H", "H", "H", "H", "H", "H", "C", "C", "C", "C", "O", "H", "H", "H", "H", "H", "H", "H", "H", "H"],
  "positions_angstrom": [[3.284, -1.945, -7.124], [2.585, -1.412, -8.341], [3.432, -3.028, -7.209], [2.693, -1.738, -6.220], [4.276, -1.481, -6.984], [2.582, -2.009, -9.542], [3.313, -3.268, -9.863], [2.018, -1.571, -10.367], [3.240, -4.012, -9.056], [4.383, -3.090, -10.058], [2.885, -3.708, -10.773], [0.693, -0.646, -1.611], [2.857, 0.009, -2.932], [-0.307, 2.436, -2.223], [-0.887, 1.429, -1.771], [-0.932, 3.369, -2.957], [-2.330, 3.202, -3.320], [-0.163, 4.436, -3.576], [0.780, 2.602, -2.082], [-2.858, 2.625, -2.554], [-2.436, 2.697, -4.295], [-2.776, 4.197, -3.416], [0.801, 4.483, -3.052], [-0.711, 5.381, -3.473], [0.007, 4.220, -4.644], [-4.356, 1.958, 3.180], [-2.334, 2.871, 5.055], [-3.737, 1.052, 3.223], [-2.084, 1.808, 4.912], [-2.366, 1.361, 3.563], [-3.761, 0.564, 2.249], [-1.476, 1.637, 2.571], [-1.602, 1.306, 1.399], [-1.008, 1.696, 5.100], [-0.610, 2.227, 2.937], [-4.164, 0.397, 3.988], [-2.642, 1.217, 5.647], [0.882, -4.929, -1.283], [0.084, -2.976, -3.025], [-0.148, -4.968, -0.905], [-0.860, -3.483, -2.751], [-0.897, -3.799, -1.340], [-0.119, -4.982, 0.187], [-1.506, -2.959, -0.470], [-2.033, -1.883, -0.782], [-1.706, -2.836, -3.002], [-1.472, -3.301, 0.583], [-0.632, -5.880, -1.287], [-0.908, -4.421, -3.319], [0.639, -0.447, -7.379], [1.807, -0.127, -8.116], [0.440, 0.420, -10.214], [1.547, 0.654, -9.397], [-0.306, -0.317, -9.914], [0.318, 1.133, -11.416], [2.472, 0.487, -7.496], [2.517, 1.600, -9.752], [-0.544, 0.941, -12.063], [1.301, 2.055, -11.795], [2.408, 2.292, -10.958], [3.361, 1.744, -9.069], [1.221, 2.578, -12.756], [3.195, 2.992, -11.249], [-0.497, 0.243, -6.380], [1.336, -2.311, 0.354], [-2.131, -0.368, -7.040], [-0.398, 2.089, -6.669], [-0.184, -0.342, -4.653], [-2.179, -0.214, -8.124], [-2.956, 0.190, -6.575], [-2.269, -1.438, -6.844], [-0.071, -1.439, -4.608], [-0.968, -0.039, -3.936], [0.773, 0.114, -4.359], [-0.440, 2.277, -7.752], [0.542, 2.517, -6.299], [-1.237, 2.627, -6.209], [1.114, -1.197, 5.135], [0.380, -1.066, 3.877], [2.051, 0.382, 2.993], [-0.742, -1.968, 3.582], [0.698, -0.132, 3.028], [2.003, -1.848, 5.035], [0.441, -1.680, 5.853], [1.421, -0.218, 5.542], [2.272, 0.901, 3.931], [2.757, -0.447, 2.839], [2.069, 1.053, 2.144], [-1.302, -1.633, 2.702], [-0.382, -2.996, 3.406], [-1.380, -2.004, 4.477]],
  "lowdin_charge": [-0.0290, -0.2306, 0.0684, 0.0808, 0.0967, -0.1012, -0.1036, 0.1020, 0.0676, 0.0829, 0.0688, 0.4087, -0.3530, -0.3287, -0.1793, -0.1874, -0.0323, -0.0461, 0.1325, 0.0947, 0.0799, 0.0859, 0.0907, 0.0877, 0.0760, 0.0969, 0.0941, -0.0436, -0.0677, -0.2097, 0.0942, -0.3509, 0.0441, 0.0736, 0.1366, 0.0850, 0.0888, 0.0835, 0.0483, -0.1026, -0.0803, -0.2284, 0.0626, -0.4472, -0.0801, 0.0943, 0.1051, 0.0850, 0.0924, -0.1647, -0.3003, -0.0443, -0.1962, 0.1181, -0.0833, 0.1459, -0.0323, 0.1013, -0.0982, -0.0825, 0.1201, 0.0984, 0.0997, 0.3914, -0.2266, -0.1567, -0.1430, -0.2190, 0.0225, 0.0297, 0.0344, 0.0297, 0.0247, -0.0578, 0.0361, 0.0347, 0.0126, 0.0187, -0.2756, 0.0187, 0.0315, -0.0255, 0.1381, 0.1066, 0.1099, 0.0988, 0.1146, 0.1159, 0.1075, 0.1296, 0.1101],
  "de_lowest_kj_mol": 0.00,
  "total_charge": 0,
  "e_homo_ev": -5.63
}

***

{
  "formula": "C16H23NO3",
  "method": "wB97M-V/def2-TZVPD",
  "species": ["C", "C", "C", "C", "C", "C", "C", "H", "N", "C", "O", "C", "C", "H", "H", "H", "H", "C", "C", "C", "H", "O", "C", "H", "C", "H", "O", "H", "H", "H", "H", "H", "H", "H", "C", "H", "H", "H", "H", "H", "H", "H", "H"],
  "positions_angstrom": [[-0.941, 4.489, -2.078], [-0.084, 3.342, -1.661], [1.135, 3.157, -2.416], [2.024, 2.326, -1.942], [1.598, 1.571, -0.813], [0.603, 1.721, -0.184], [-0.192, 2.734, -0.518], [-1.368, 2.751, -0.204], [0.216, 0.821, 0.720], [-0.791, 0.755, 1.709], [-1.571, 1.560, 1.485], [-0.770, -0.309, 2.513], [0.507, -0.751, 3.230], [1.345, -0.006, 3.262], [1.028, -1.399, 2.313], [0.718, -1.349, 4.064], [-1.273, 0.016, 3.718], [-1.478, -1.523, 2.179], [-1.354, -2.029, 0.559], [-2.015, -3.118, 0.212], [-3.281, -2.825, 0.249], [-1.704, -3.409, -1.189], [-0.452, -3.785, -1.409], [-0.227, -3.945, -2.389], [0.142, -2.567, -1.159], [1.353, -2.863, -0.995], [0.021, -2.127, 0.591], [0.085, -1.775, -1.717], [-0.130, -4.544, -0.682], [-1.860, -3.991, 0.946], [-1.601, -1.093, -0.107], [-2.726, -1.283, 2.176], [-1.307, -2.496, 2.700], [0.867, 0.061, 0.975], [2.797, 0.531, -0.447], [2.486, -0.654, -0.732], [3.525, 0.535, -1.185], [3.365, 0.597, 0.615], [3.048, 2.262, -2.536], [1.574, 4.031, -3.315], [-0.533, 5.458, -1.660], [-0.846, 4.636, -3.227], [-1.938, 4.487, -1.648]],
  "nbo_charge": [-0.6267, -0.0338, -0.2009, -0.1925, -0.0598, 0.1315, -0.2208, 0.2468, -0.6271, 0.6647, -0.5502, -0.3506, -0.6324, 0.2217, 0.2137, 0.2405, 0.2445, -0.3687, 0.0277, -0.1026, 0.2173, -0.5210, -0.1480, 0.2125, -0.0133, 0.1714, -0.5946, 0.1853, 0.1838, 0.1953, 0.1824, 0.2037, 0.2341, 0.4043, -0.6440, 0.2005, 0.2085, 0.2224, 0.2218, 0.1936, 0.2197, 0.2175, 0.2218],
  "de_lowest_kj_mol": 1560.63,
  "total_charge": 0,
  "e_homo_ev": -8.15
}